[1]
Molecular formula: C4H8O3
Method: DFT, ωB97M-V/def2-TZVPD

For the HOMO energy, the calculation gives -10.4329 eV. Its LUMO energy is 0.26 eV. As for the SMILES: O=CCC(=O)CO.[H][H].

Geometry as XYZ:
```
15
C4H8O3 (ωB97M-V/def2-TZVPD)
O -1.21360 1.79213 -0.51815
C -0.80818 0.74306 -0.95272
C -0.58639 -0.49318 -0.09575
C 0.91368 -0.65545 0.06521
O 1.61003 -1.11670 -0.81609
C 1.53755 -0.12987 1.33982
O 2.92393 -0.24215 1.31218
H -0.52977 0.62914 -2.01793
H -0.97599 -1.37408 -0.61709
H -1.08727 -0.35944 0.86752
H 1.21641 0.91900 1.45821
H 1.10449 -0.68327 2.18929
H 3.13961 -0.63567 0.44946
H -3.12023 1.15374 0.71522
H -3.65129 0.72316 1.00983
```


[2]
Molecular formula: C34H39CoN5OP3SSe2
Method: DFT, ωB97M-V/def2-TZVPD

As for the spin multiplicity: 4. For the HOMO energy (spin up / spin down), the calculation gives -9.6170 / -9.6169 eV. The charge is +1. Its LUMO energy (spin up / spin down) is -1.96 / -2.44 eV.

Geometry as XYZ:
```
86
C34H39CoN5OP3SSe2 (ωB97M-V/def2-TZVPD)
Co -18.26152 0.06949 3.12589
Se -20.22065 5.31738 -0.89314
P -21.25461 4.77261 0.92149
C -23.04258 4.50484 0.73062
C -23.69592 4.43687 -0.50350
C -25.07471 4.28715 -0.52029
C -25.79058 4.22532 0.66251
C -25.13814 4.24059 1.85318
C -23.76375 4.39856 1.89800
C -21.20507 6.19982 2.05439
C -21.05831 7.48832 1.56227
C -20.98576 8.57934 2.43540
C -21.01185 8.36008 3.80592
C -21.16320 7.08049 4.31110
C -21.29310 6.01790 3.44659
C -20.76019 3.27206 1.83033
C -19.62887 2.78126 2.45887
N -19.83438 1.48392 2.79356
N -21.04813 1.15376 2.39220
N -21.61908 2.18816 1.79960
P -18.03327 3.48665 2.84206
Se -16.67705 1.82187 3.08316
C -17.43180 4.71903 1.68702
C -16.70917 4.42016 0.54688
C -16.34885 5.42125 -0.33763
C -16.62282 6.74517 -0.07781
C -17.36019 7.07083 1.02679
C -17.73866 6.06003 1.89342
C -18.25966 4.27235 4.42708
C -17.28965 5.15920 4.92975
C -17.43652 5.68805 6.19847
C -18.50026 5.37210 7.01795
C -19.44610 4.43658 6.56250
C -19.33599 3.94644 5.26141
H -23.11985 4.54127 -1.42824
H -25.50002 4.25932 -1.47613
H -26.87915 4.06799 0.61040
H -25.67528 4.15747 2.78001
H -23.31402 4.43197 2.86982
H -21.00186 7.60531 0.51034
H -20.83434 9.57872 2.03073
H -20.95655 9.19601 4.48178
H -21.22289 6.90974 5.36730
H -21.44815 5.00992 3.81407
H -16.40083 3.41569 0.32968
H -15.79382 5.16179 -1.23419
H -16.30410 7.49703 -0.77980
H -17.70509 8.08126 1.21138
H -18.39030 6.29868 2.72589
H -16.41544 5.46094 4.33170
H -16.67472 6.40584 6.51127
H -18.60941 5.82273 7.99732
H -20.27523 4.16193 7.15738
H -20.05347 3.22726 4.90019
C -15.10889 -1.10209 1.55491
S -15.98408 -1.55589 3.04899
C -14.86605 -0.89876 4.25128
H -15.21940 -0.03475 1.39900
H -15.64743 -1.56986 0.74750
H -14.05080 -1.44727 1.56227
H -13.90578 -1.41456 4.23832
H -15.33985 -0.99103 5.23972
H -14.68579 0.15379 4.18774
C -20.98728 -2.78932 5.17059
P -19.19557 -2.42088 5.45836
C -19.15720 -2.11753 7.23211
C -18.25712 -3.97793 5.35625
O -18.73770 -1.30579 4.58170
H -21.28887 -3.59239 5.84147
H -21.15294 -2.97600 4.12772
H -21.47767 -1.84073 5.43949
H -19.61838 -2.98747 7.70792
H -19.70203 -1.21903 7.48673
H -18.12775 -2.02864 7.58499
H -18.55282 -4.60079 6.20024
H -17.17550 -3.82413 5.36836
H -18.55721 -4.49432 4.44320
N -18.67341 -1.89986 -0.48721
C -19.22556 -0.70381 -0.93578
C -19.20272 0.17065 0.09258
N -18.60158 -0.43305 1.16578
C -18.37325 -1.70065 0.80915
H -18.66017 -2.80569 -0.92399
H -19.52431 -0.53403 -1.96337
H -19.52295 1.21386 0.09699
H -17.86375 -2.41648 1.43742
```


In order of appearance, energy relative to the best compared isomer or geometry (same formula, charge and spin) = 56.3, 29.7 kcal per mole.
In order of appearance, max |F| = 0.01134, 0.03949 hartree/bohr.
In order of appearance, energy = -10418.562, -252408.385 eV.